No. 1
{
  "formula": "C5H3FO2",
  "method": "ωB97M-V with the def2-TZVPD basis set",
  "elements": ["C", "C", "C", "C", "C", "H", "H", "H", "O", "O", "F"],
  "coordinates": [[-0.006, -0.359, -1.332], [-0.738, -0.532, -0.003], [-0.324, -0.168, 1.203], [0.901, 0.613, 1.275], [1.885, 1.405, 1.202], [-1.522, -1.203, -2.001], [-1.012, -0.384, 2.090], [2.545, 2.307, 1.282], [-0.817, -0.682, -2.323], [1.045, 0.176, -1.444], [-1.958, -1.173, 0.051]],
  "spin_multiplicity": 1,
  "smiles": "C#C/C=C(/F)C(=O)O",
  "lumo_ev": -0.2
}


No. 2
{
  "formula": "C3H9NOS",
  "method": "ωB97M-V with the def2-TZVPD basis set",
  "elements": ["C", "C", "C", "N", "O", "S", "H", "H", "H", "H", "H", "H", "H", "H", "H"],
  "coordinates": [[-1.316, -0.201, 1.016], [-0.523, 0.526, -1.316], [-0.265, 0.521, 0.198], [2.269, -0.426, -0.772], [1.190, -1.721, 1.150], [1.371, -0.456, 0.441], [-2.251, 0.299, 0.935], [-1.372, -1.226, 0.853], [-1.081, 0.039, 2.016], [-1.378, -0.250, -1.617], [0.262, 0.410, -2.093], [-0.857, 1.495, -1.513], [-0.227, 1.890, 0.834], [2.019, -1.175, -1.422], [2.160, 0.273, 1.291]],
  "spin_multiplicity": 1,
  "lumo_ev": 0.2
}


No. 3
{
  "formula": "C22H24ClN4O2PPdS5",
  "method": "ωB97M-V with the def2-TZVPD basis set",
  "elements": ["Pd", "S", "C", "C", "C", "C", "N", "C", "C", "C", "S", "C", "N", "H", "H", "C", "C", "O", "P", "S", "S", "O", "C", "C", "H", "H", "H", "H", "H", "H", "H", "H", "H", "H", "S", "C", "N", "C", "C", "N", "H", "H", "H", "H", "H", "H", "Cl", "C", "C", "C", "C", "C", "C", "C", "H", "H", "H", "H", "H", "H"],
  "coordinates": [[0.309, -0.396, 0.856], [0.833, -0.367, 3.080], [0.727, 1.371, 3.278], [0.256, 1.956, 4.442], [0.205, 3.346, 4.569], [-0.335, 3.923, 5.763], [-0.776, 4.385, 6.719], [0.653, 4.155, 3.518], [1.137, 3.568, 2.348], [1.167, 2.190, 2.213], [1.752, 1.391, 0.771], [0.608, 5.583, 3.619], [0.574, 6.731, 3.677], [-0.086, 1.330, 5.255], [1.475, 4.198, 1.537], [-4.192, 0.744, 2.367], [-3.539, 1.731, 1.423], [-2.299, 1.238, 0.896], [-2.141, -0.007, -0.086], [-0.651, 0.314, -1.357], [-1.759, -1.696, 0.900], [-3.588, 0.000, -0.788], [-3.796, -0.601, -2.078], [-3.675, -2.110, -2.063], [-5.053, 1.213, 2.846], [-3.485, 0.437, 3.138], [-4.530, -0.148, 1.839], [-3.260, 2.641, 1.954], [-4.197, 1.997, 0.595], [-3.085, -0.162, -2.782], [-4.800, -0.288, -2.364], [-2.645, -2.424, -1.898], [-4.011, -2.504, -3.025], [-4.293, -2.539, -1.274], [5.250, 0.001, 0.063], [4.566, 0.335, -1.404], [4.586, -0.451, -2.510], [3.730, 0.037, -3.577], [3.104, 1.302, -2.947], [3.857, 1.454, -1.710], [4.925, -1.392, -2.437], [2.973, -0.701, -3.846], [4.305, 0.275, -4.474], [2.036, 1.171, -2.746], [3.229, 2.172, -3.590], [3.460, 1.955, -0.926], [0.518, -4.569, 1.184], [0.509, -4.039, -0.471], [-0.225, -4.770, -1.384], [-0.284, -4.366, -2.712], [0.399, -3.219, -3.112], [1.134, -2.502, -2.196], [1.229, -2.880, -0.836], [1.983, -2.105, 0.076], [-0.756, -5.649, -1.046], [-0.865, -4.939, -3.422], [0.338, -2.880, -4.138], [1.634, -1.588, -2.491], [2.674, -1.363, -0.300], [2.192, -2.489, 1.063]],
  "total_charge": -1,
  "spin_multiplicity": 2,
  "lumo_ev": [1.9, 1.4]
}


No. 4
{
  "formula": "C30H45ClO2P2W",
  "method": "ωB97M-V with the def2-TZVPD basis set",
  "elements": ["W", "C", "C", "C", "C", "C", "C", "H", "H", "H", "C", "H", "H", "H", "C", "H", "H", "H", "C", "H", "H", "H", "C", "H", "H", "H", "C", "C", "C", "C", "C", "C", "C", "C", "H", "H", "H", "H", "H", "H", "H", "H", "H", "H", "H", "H", "P", "C", "C", "P", "C", "C", "C", "H", "H", "H", "H", "H", "H", "H", "H", "H", "H", "H", "H", "H", "H", "Cl", "C", "C", "C", "C", "C", "C", "C", "O", "O", "H", "H", "H", "H"],
  "coordinates": [[1.004, 1.069, 0.273], [3.091, 1.460, 0.612], [2.575, 2.387, -0.368], [1.401, 2.719, 1.632], [2.371, 1.674, 1.851], [1.535, 3.165, 0.261], [4.201, 0.490, 0.416], [4.295, 0.187, -0.630], [4.050, -0.405, 1.030], [5.163, 0.928, 0.714], [2.568, 0.926, 3.116], [3.513, 0.367, 3.090], [1.746, 0.208, 3.285], [2.561, 1.629, 3.963], [0.419, 3.203, 2.630], [0.903, 3.909, 3.321], [0.021, 2.357, 3.209], [-0.422, 3.705, 2.135], [0.761, 4.267, -0.368], [1.227, 5.234, -0.137], [-0.264, 4.304, 0.016], [0.730, 4.174, -1.459], [3.065, 2.552, -1.762], [3.836, 3.338, -1.809], [2.253, 2.852, -2.435], [3.521, 1.628, -2.139], [-0.566, -3.642, -2.443], [0.511, -3.525, -3.244], [0.461, -3.223, -4.715], [-0.711, -2.315, -5.185], [-1.101, -1.232, -4.223], [-2.149, -1.326, -3.381], [-2.861, -2.614, -3.083], [-1.955, -3.871, -2.967], [0.419, -4.163, -5.293], [-1.560, -2.934, -5.506], [1.398, -2.725, -5.021], [-1.949, -4.406, -3.930], [-0.455, -3.750, -1.358], [1.502, -3.848, -2.887], [-2.449, -4.552, -2.256], [-3.424, -2.516, -2.140], [-2.620, -0.450, -2.917], [-3.620, -2.807, -3.865], [-0.361, -1.804, -6.097], [-0.508, -0.323, -4.334], [1.018, -1.252, -0.115], [0.942, -2.625, 0.974], [2.145, -1.393, -1.506], [-0.988, 1.015, -1.011], [-0.651, -0.840, -0.843], [-0.843, 1.620, -2.695], [-2.595, 1.464, -0.396], [0.589, -2.251, 1.961], [1.949, -3.056, 1.079], [0.239, -3.374, 0.582], [1.697, -2.014, -2.280], [3.067, -1.864, -1.140], [2.386, -0.414, -1.944], [-3.383, 0.991, -0.996], [-2.687, 2.557, -0.459], [-2.675, 1.162, 0.657], [-1.441, -1.310, -0.238], [-0.633, -1.337, -1.821], [-1.112, 2.687, -2.703], [-1.514, 1.092, -3.379], [0.188, 1.520, -3.056], [-3.922, 1.220, 8.269], [-3.053, 0.814, 6.846], [-2.164, -0.279, 6.843], [-1.464, -0.586, 5.674], [-1.666, 0.163, 4.508], [-2.529, 1.268, 4.528], [-3.244, 1.590, 5.686], [-0.966, -0.209, 3.209], [-0.068, -1.089, 3.287], [-1.363, 0.415, 2.172], [-2.038, -0.865, 7.749], [-0.759, -1.418, 5.649], [-2.652, 1.866, 3.626], [-3.937, 2.430, 5.678]],
  "total_charge": 2,
  "spin_multiplicity": 3,
  "lumo_ev": [-8.3, -8.0]
}


Energy above the lowest of the compared OMol25 structures with the same formula, charge and spin: 60.8 111.8 27.5 0.0 (kcal/mol)